{
  "formula": "C42H106N6O30S8",
  "method": "the ωB97M-V functional and the def2-TZVPD basis",
  "symbols": ["C", "C", "O", "N", "C", "H", "H", "H", "H", "H", "H", "H", "C", "C", "O", "N", "C", "H", "H", "H", "H", "H", "H", "H", "C", "C", "O", "N", "C", "H", "H", "H", "H", "H", "H", "H", "C", "C", "O", "N", "C", "H", "H", "H", "H", "H", "H", "H", "C", "C", "O", "N", "C", "H", "H", "H", "H", "H", "H", "H", "C", "C", "O", "N", "C", "H", "H", "H", "H", "H", "H", "H", "O", "S", "O", "O", "C", "C", "C", "H", "H", "H", "H", "H", "H", "H", "H", "O", "S", "O", "O", "C", "C", "C", "H", "H", "H", "H", "H", "H", "H", "H", "O", "S", "O", "O", "C", "C", "C", "H", "H", "H", "H", "H", "H", "H", "H", "O", "S", "O", "O", "C", "C", "C", "H", "H", "H", "H", "H", "H", "H", "H", "O", "S", "O", "O", "C", "C", "C", "H", "H", "H", "H", "H", "H", "H", "H", "O", "S", "O", "O", "C", "C", "C", "H", "H", "H", "H", "H", "H", "H", "H", "O", "S", "O", "O", "C", "C", "C", "H", "H", "H", "H", "H", "H", "H", "H", "O", "S", "O", "O", "C", "C", "C", "H", "H", "H", "H", "H", "H", "H", "H"],
  "xyz": [[19.33, 11.08, 24.28], [20.25, 10.99, 23.05], [21.47, 11.21, 23.06], [19.57, 10.56, 21.96], [20.02, 10.76, 20.59], [18.29, 11.20, 23.97], [19.63, 11.95, 24.82], [19.57, 10.25, 24.90], [18.61, 10.52, 21.93], [19.50, 10.00, 20.05], [21.07, 10.59, 20.70], [19.76, 11.75, 20.15], [17.80, 18.87, 15.46], [18.69, 20.00, 15.08], [19.94, 19.98, 15.03], [18.00, 21.09, 14.68], [18.63, 22.29, 14.29], [16.98, 18.68, 14.77], [17.35, 18.92, 16.44], [18.46, 17.95, 15.58], [16.99, 21.01, 14.55], [19.38, 22.60, 15.02], [17.82, 23.06, 14.19], [19.01, 22.31, 13.26], [16.03, 10.20, 27.23], [16.58, 11.51, 26.64], [17.58, 12.07, 27.09], [15.89, 12.05, 25.63], [16.32, 13.16, 24.89], [15.61, 9.61, 26.43], [15.34, 10.40, 28.04], [16.83, 9.52, 27.56], [15.00, 11.62, 25.37], [16.09, 13.02, 23.83], [17.40, 13.28, 24.99], [15.90, 14.18, 25.19], [18.92, 15.31, 17.89], [18.36, 14.23, 18.79], [17.71, 13.28, 18.30], [18.48, 14.48, 20.10], [17.85, 13.49, 21.03], [19.46, 14.87, 17.02], [19.51, 16.02, 18.48], [18.05, 15.80, 17.47], [19.06, 15.27, 20.37], [17.79, 12.60, 20.43], [16.92, 14.01, 21.37], [18.38, 13.35, 21.97], [21.85, 16.43, 14.67], [22.19, 16.94, 16.04], [22.73, 16.28, 16.94], [21.83, 18.18, 16.32], [22.04, 18.70, 17.63], [20.76, 16.36, 14.62], [22.33, 15.49, 14.46], [22.20, 17.16, 13.96], [21.25, 18.76, 15.67], [23.07, 18.73, 17.97], [21.48, 18.07, 18.30], [21.59, 19.69, 17.61], [22.12, 14.85, 19.96], [23.42, 15.38, 20.43], [23.57, 15.57, 21.62], [24.27, 15.85, 19.52], [25.47, 16.63, 19.72], [21.35, 15.60, 20.28], [21.87, 13.98, 20.53], [22.06, 14.55, 18.97], [24.00, 15.71, 18.57], [25.65, 16.92, 20.77], [25.44, 17.55, 19.08], [26.35, 16.07, 19.47], [15.63, 16.08, 19.68], [15.32, 17.46, 19.78], [15.82, 18.42, 18.88], [13.73, 17.69, 19.76], [12.91, 16.80, 20.53], [11.42, 16.86, 19.98], [15.71, 18.00, 21.50], [12.87, 17.09, 21.57], [13.25, 15.82, 20.38], [11.56, 16.58, 18.94], [11.12, 17.94, 20.01], [10.70, 16.26, 20.53], [16.79, 18.05, 21.74], [15.31, 17.30, 22.28], [15.30, 18.99, 21.64], [18.93, 16.11, 23.31], [20.10, 16.00, 24.08], [20.94, 17.09, 24.32], [19.55, 15.33, 25.46], [20.56, 14.98, 26.55], [19.69, 14.92, 27.84], [21.18, 14.60, 23.54], [21.27, 15.82, 26.65], [21.14, 14.05, 26.29], [20.33, 14.75, 28.67], [19.00, 14.09, 27.84], [19.21, 15.88, 27.84], [22.28, 14.87, 23.53], [20.93, 14.28, 22.55], [20.92, 13.76, 24.17], [12.46, 13.87, 19.27], [13.20, 12.82, 18.62], [12.95, 11.45, 19.01], [12.76, 12.97, 17.01], [11.37, 12.72, 16.73], [10.71, 13.95, 16.09], [14.88, 13.20, 18.49], [10.88, 12.54, 17.65], [11.35, 11.88, 16.10], [10.61, 14.73, 16.86], [9.76, 13.66, 15.68], [11.36, 14.50, 15.37], [15.32, 13.46, 19.45], [14.95, 14.09, 17.89], [15.43, 12.40, 18.03], [16.50, 10.58, 21.55], [15.17, 10.24, 21.95], [14.92, 9.81, 23.31], [14.32, 11.51, 21.59], [12.93, 11.59, 22.07], [12.64, 13.04, 22.56], [14.58, 8.98, 20.84], [12.85, 10.83, 22.86], [12.24, 11.35, 21.28], [13.33, 13.30, 23.37], [11.61, 13.05, 22.88], [12.78, 13.79, 21.73], [14.56, 9.35, 19.80], [13.55, 8.77, 21.12], [15.26, 8.11, 20.96], [14.97, 8.11, 17.76], [16.39, 8.26, 17.71], [17.22, 7.61, 18.70], [16.88, 7.78, 16.27], [16.07, 8.36, 15.18], [16.44, 7.60, 13.87], [16.81, 10.01, 17.62], [16.32, 9.42, 15.16], [15.05, 8.33, 15.48], [17.48, 7.77, 13.57], [15.79, 7.87, 13.04], [16.17, 6.55, 13.96], [16.15, 10.60, 16.96], [17.88, 10.02, 17.56], [16.60, 10.30, 18.66], [20.46, 10.46, 17.28], [20.42, 10.17, 15.87], [19.23, 10.33, 15.10], [21.61, 11.01, 15.17], [22.80, 11.36, 15.95], [22.86, 12.78, 16.39], [21.08, 8.58, 15.65], [23.53, 11.21, 15.13], [23.11, 10.62, 16.68], [22.79, 13.49, 15.56], [23.80, 13.02, 16.92], [22.09, 13.05, 17.10], [21.12, 8.43, 14.58], [20.44, 7.83, 16.16], [22.12, 8.53, 16.04], [19.47, 17.49, 20.61], [19.41, 18.88, 20.53], [18.60, 19.61, 21.45], [20.95, 19.45, 20.72], [22.04, 18.47, 21.03], [23.31, 19.28, 21.28], [18.98, 19.39, 18.86], [22.18, 17.77, 20.20], [21.74, 17.89, 21.94], [23.49, 19.97, 20.46], [24.19, 18.63, 21.43], [23.12, 19.79, 22.21], [19.69, 20.17, 18.67], [17.93, 19.72, 18.71], [19.23, 18.55, 18.20], [19.04, 13.76, 14.77], [17.69, 14.12, 14.77], [17.31, 15.35, 15.34], [17.13, 14.08, 13.22], [17.62, 12.92, 12.45], [18.44, 13.40, 11.21], [16.65, 12.89, 15.54], [16.77, 12.33, 12.16], [18.28, 12.37, 13.05], [19.28, 13.94, 11.67], [17.88, 14.17, 10.69], [18.76, 12.61, 10.55], [16.92, 11.83, 15.19], [15.57, 13.01, 15.46], [16.99, 13.02, 16.58]],
  "charge": 0,
  "e_homo_ev": -8.9
}